Computed, not measured: 2 unconnected molecules or ions with the total composition C4H8O at a distorted geometry, with ωB97M-V/def2-TZVPD.

Structure (XYZ):
```
13
Properties=species:S:1:pos:R:3:forces:R:3
C -1.3083 1.4333 -1.5794 0.3 0.6 -0.3
C 1.0263 -1.1414 0.5024 2.5 2.3 0.7
C -0.2160 0.7628 -1.0734 2.4 -2.1 -1.4
C 0.2377 -0.7955 1.6666 -0.4 -0.6 2.1
O -1.6941 1.1335 -2.7075 -1.1 0.6 0.0
H -1.5250 2.3471 -0.9808 -1.0 -0.2 -0.6
H 0.7829 -2.0213 0.0851 -0.8 -2.9 -1.7
H 0.4053 1.1153 -0.3176 0.5 0.9 1.5
H 0.3504 0.1109 -1.7800 -0.9 0.3 0.6
H 2.0159 -0.7403 0.2071 -0.8 -0.1 0.5
H 0.4766 0.1087 2.2168 0.1 0.4 -0.4
H 0.1969 -1.5654 2.5208 0.2 0.5 -1.4
H -0.7487 -0.7477 1.2400 -0.9 0.2 0.6
```
Positions in Å, forces in eV/Å.

Spin multiplicity: 1
HOMO level (alpha / beta): -9.61 / -8.28 eV
Energy above the lowest of the compared OMol25 structures with the same formula, charge and spin: 111.0 kcal/mol
E_LUMO (alpha / beta): 0.29 / -1.33 eV